Record 1
C9H17O3P | ωB97M-V/def2-TZVPD

Geometry as XYZ:
```
30
Properties=species:S:1:pos:R:3:mulliken_charge:R:1
C -1.312 1.042 1.140 -0.035
C -1.494 -0.534 1.337 0.239
C -0.915 0.009 0.088 0.210
C -0.177 1.727 1.932 -1.322
C -2.881 -1.097 1.383 -1.531
C 3.290 0.608 -1.404 -1.213
C 1.265 -1.728 -0.771 -1.579
C 1.716 0.845 -0.910 -0.056
C 1.380 -0.346 -0.044 -0.434
O -3.085 0.696 -1.326 -0.789
O -0.899 0.204 -2.669 -0.827
O -2.229 -1.702 -1.680 -0.719
P -1.920 -0.273 -1.619 0.473
H -2.201 1.614 1.045 0.551
H -0.687 -0.939 2.088 0.186
H -0.362 1.953 3.027 0.271
H -0.009 2.676 1.501 0.382
H 0.728 1.160 1.660 0.118
H -2.860 -2.188 1.257 0.290
H -3.426 -0.606 0.590 0.317
H -3.366 -0.828 2.319 0.411
H 3.962 0.338 -0.567 0.288
H 3.719 1.524 -1.951 0.358
H 3.235 -0.175 -2.178 0.306
H 0.965 -2.520 -0.218 0.502
H 2.307 -2.053 -1.088 0.401
H 0.700 -1.628 -1.694 0.262
H 1.590 1.767 -0.370 0.337
H 1.075 0.830 -1.788 0.120
H 1.896 -0.375 0.908 0.484
```

Output
**Net charge**: -2
**M**: 204.21 g mol⁻¹
**Calculated total energy**: -920.1078 Ha
**Relative energy (zero: lowest compared OMol25 entry of this formula, charge and spin)**: 54.29 kcal per mole
**Strongest force on any atom**: 4.91 eV Å⁻¹
**Frontier orbital gap**: 5.7 eV
**Spin multiplicity**: 1

=====

Record 2
C9H18AsF7O9Rb | ωB97M-V/def2-TZVPD

Geometry as XYZ:
```
45
Properties=species:S:1:pos:R:3:mulliken_charge:R:1
Rb -0.055 -0.969 -0.510 0.989
As 1.579 -0.947 -3.944 2.039
F 1.263 -2.212 -2.794 -0.493
F 2.897 -1.812 -4.622 -0.505
F 1.841 0.371 -5.033 -0.514
F 0.206 -0.113 -3.227 -0.547
F 2.648 -0.148 -2.814 -0.485
F 0.474 -1.715 -5.026 -0.514
F -0.535 -3.667 -0.130 -0.913
C 1.027 -2.556 2.893 -0.572
O 2.248 -1.823 3.097 -0.383
C 2.756 -1.275 2.000 0.771
O 2.256 -1.343 0.913 -0.499
O 3.908 -0.675 2.290 -0.363
C 4.685 -0.246 1.185 -0.610
H 1.019 -3.073 1.929 0.377
H 0.162 -1.892 2.910 0.206
H 0.957 -3.274 3.703 0.215
H 5.663 -0.713 1.299 0.260
H 4.839 0.835 1.207 0.227
H 4.212 -0.482 0.234 0.298
C -2.177 3.796 -0.365 -0.300
O -0.789 4.094 -0.420 -0.353
C 0.000 3.043 -0.614 0.698
O -0.366 1.909 -0.757 -0.428
O 1.261 3.441 -0.628 -0.372
C 2.226 2.519 -1.120 -0.370
H -2.371 2.905 0.233 -0.036
H -2.577 3.614 -1.361 0.304
H -2.653 4.639 0.126 0.239
H 2.385 1.691 -0.423 0.046
H 3.159 3.067 -1.204 0.300
H 1.948 2.071 -2.074 0.304
C -3.702 1.126 2.455 -0.507
O -4.390 0.309 1.526 -0.330
C -3.664 -0.688 1.001 0.852
O -2.494 -0.873 1.187 -0.487
O -4.454 -1.465 0.285 -0.363
C -3.829 -2.624 -0.281 -0.588
H -4.399 1.917 2.723 0.229
H -2.799 1.591 2.057 0.094
H -3.403 0.562 3.339 0.288
H -2.829 -2.837 0.119 0.309
H -3.721 -2.573 -1.361 0.247
H -4.412 -3.505 -0.004 0.241
```

Output
**Net charge**: -1
**M**: 563.61 g mol⁻¹
**Calculated total energy**: -3990.1059 Ha
**Relative energy (zero: lowest compared OMol25 entry of this formula, charge and spin)**: 0.00 kcal per mole
**Strongest force on any atom**: 1.60 eV Å⁻¹
**Frontier orbital gap**: 7.1 eV
**Spin multiplicity**: 1

=====

Record 3
C9H18BBrNO2P | ωB97M-V/def2-TZVPD

Geometry as XYZ:
```
33
Properties=species:S:1:pos:R:3:mulliken_charge:R:1
C 4.636 -1.100 -0.173 -0.720
O 3.647 -0.615 0.762 -0.415
B 2.410 -0.366 0.278 0.594
O 1.497 0.216 1.113 -0.330
P 1.738 -0.807 -1.495 -0.034
C 0.250 -1.893 -1.321 -0.665
C -0.850 -1.033 -0.602 -0.453
C -1.362 -1.602 0.738 -0.728
C -1.810 -0.451 1.717 -0.834
N -2.074 0.772 0.993 0.240
C -1.234 1.826 1.185 -0.772
C -1.598 2.898 0.374 -0.543
C -2.779 2.394 -0.349 -0.171
C -3.028 1.086 0.060 -0.816
H 5.000 -0.281 -0.806 0.347
H 5.474 -1.474 0.430 0.216
H 4.295 -1.963 -0.763 0.317
H 1.550 1.185 1.077 0.337
H 2.659 -1.449 -2.342 0.152
H 1.287 0.334 -2.195 0.222
H -0.074 -2.107 -2.351 0.398
H 0.501 -2.837 -0.821 0.466
H -0.478 0.000 -0.533 0.169
H -1.713 -0.997 -1.280 0.476
H -0.673 -2.293 1.247 0.401
H -2.276 -2.175 0.516 0.381
H -2.732 -0.735 2.250 0.360
H -1.004 -0.335 2.449 0.268
H -0.383 1.812 1.860 0.694
H -1.075 3.833 0.331 0.439
H -3.384 2.854 -1.102 0.433
H -3.791 0.384 -0.259 0.451
Br -2.629 4.919 -0.990 -0.881
```

Output
**Net charge**: 0
**M**: 293.94 g mol⁻¹
**Calculated total energy**: -3499.0752 Ha
**Strongest force on any atom**: 4.50 eV Å⁻¹
**Frontier orbital gap**: 3.0 eV
**Spin multiplicity**: 1

=====

Record 4
C9H18CeOP | ωB97M-V/def2-TZVPD

Geometry as XYZ:
```
30
Properties=species:S:1:pos:R:3:mulliken_charge:R:1
C 0.313 0.653 -1.964 -0.519
C 0.068 -0.109 -3.089 -0.425
C -0.256 -1.475 -3.146 -0.158
C -0.352 -2.314 -2.027 -0.645
C -0.184 -1.945 -0.684 -0.348
Ce -0.014 -0.076 0.064 0.777
P 0.143 2.378 0.771 -0.258
H 0.641 1.660 -2.049 0.379
H 0.195 0.427 -4.036 0.298
H -0.375 -1.916 -4.102 0.409
H -0.191 -2.705 0.067 0.339
H -0.530 -3.379 -2.193 0.323
H -0.958 2.847 1.494 0.152
H 0.278 3.301 -0.265 0.205
H 1.224 2.667 1.613 0.172
C 0.904 -2.711 2.729 -1.059
C -0.484 -2.095 2.661 -0.638
O -0.338 -0.679 2.250 -0.228
C -0.264 0.251 3.388 -0.396
C -1.656 0.792 3.656 -1.078
H 1.423 -2.653 1.763 0.294
H 0.787 -3.750 3.015 0.412
H 1.510 -2.198 3.483 0.359
H -1.142 -2.553 1.928 0.497
H -0.985 -2.131 3.608 0.428
H 0.157 -0.245 4.237 0.389
H 0.446 1.031 3.092 0.331
H -2.321 -0.022 3.960 0.351
H -1.581 1.513 4.467 0.409
H -2.082 1.281 2.773 0.228
```

Output
**Net charge**: +1
**M**: 313.33 g mol⁻¹
**Calculated total energy**: -1244.8952 Ha
**Strongest force on any atom**: 4.27 eV Å⁻¹
**Frontier orbital gap**: 6.1 eV
**Spin multiplicity**: 1

=====

Record 5
C9H18ClN2O | ωB97M-V/def2-TZVPD

Geometry as XYZ:
```
31
Properties=species:S:1:pos:R:3:mulliken_spin:R:1
C 1.220 -0.285 1.627 -0.006
C 1.127 -0.714 0.144 -0.009
C 2.196 -1.858 -0.037 0.022
C 1.513 0.402 -0.870 0.038
C 0.423 1.524 -0.940 -0.027
N 1.010 2.689 -0.221 0.001
Cl 0.232 2.087 -2.670 0.002
C -0.952 1.191 -0.254 0.027
C -1.307 -0.325 -0.077 0.022
C -2.431 -0.673 -1.126 -0.006
C -2.018 -0.490 1.316 0.012
N -0.177 -1.263 -0.274 0.339
O -0.137 -1.557 -1.540 0.593
H 0.902 -1.077 2.324 -0.005
H 2.265 -0.009 1.853 0.000
H 0.619 0.626 1.817 0.000
H 3.115 -1.442 -0.480 -0.002
H 2.464 -2.296 0.944 0.001
H 1.822 -2.684 -0.658 -0.003
H 2.447 0.869 -0.495 0.002
H 1.779 -0.001 -1.858 0.002
H 1.331 2.314 0.672 0.000
H 0.232 3.290 0.048 0.000
H -1.074 1.709 0.715 -0.001
H -1.743 1.618 -0.902 0.006
H -2.253 -0.210 -2.105 0.001
H -2.648 -1.749 -1.166 0.001
H -3.348 -0.194 -0.721 0.000
H -2.253 -1.549 1.514 -0.011
H -2.945 0.111 1.290 0.001
H -1.411 -0.054 2.130 0.001
```

Output
**Net charge**: 0
**M**: 205.71 g mol⁻¹
**Expectation value of S²**: 0.754
**Calculated total energy**: -998.5755 Ha
**Strongest force on any atom**: 2.69 eV Å⁻¹
**Frontier orbital gap (alpha / beta)**: 9.7 / 9.6 eV
**Spin multiplicity**: 2

=====

Record 6
C9H18ClN5O | ωB97M-V/def2-TZVPD

Geometry as XYZ:
```
34
Properties=species:S:1:pos:R:3:mulliken_charge:R:1
C -1.473 -2.578 2.757 -1.201
C -2.228 -1.232 2.919 -0.435
C -1.259 -0.022 2.875 -0.814
C -1.654 0.957 1.718 -0.669
C -1.052 0.432 0.451 0.353
N -1.141 -0.811 -0.003 -0.396
C -0.422 -0.832 -1.154 0.170
N -0.259 -1.946 -1.916 -0.358
N 0.093 0.373 -1.396 0.209
C 0.964 0.791 -2.524 -1.044
C 2.426 0.797 -2.057 0.689
C 2.868 1.761 -0.981 -1.219
N 3.269 0.014 -2.575 -0.590
N -0.318 1.171 -0.396 0.306
O -0.043 2.477 -0.205 -0.393
H -0.458 -2.548 3.155 0.328
H -1.473 -2.942 1.731 0.258
H -2.012 -3.327 3.347 0.366
H -2.710 -1.265 3.896 0.470
H -2.963 -1.203 2.116 0.280
H -0.249 -0.373 2.666 0.460
H -1.288 0.575 3.786 0.388
H -1.205 1.935 1.896 0.331
H -2.735 1.046 1.629 0.360
H -0.983 -2.329 -2.495 0.201
H 0.595 -2.475 -1.878 0.235
H 0.664 1.780 -2.869 0.287
H 0.894 0.021 -3.284 0.571
H 2.445 1.428 -0.024 0.220
H 2.410 2.736 -1.178 0.244
H 3.947 1.833 -0.923 0.399
H 2.827 -0.581 -3.271 0.284
H -0.342 2.992 -0.973 0.424
Cl 2.867 1.345 -4.841 -0.711
```

Output
**Net charge**: 0
**M**: 247.73 g mol⁻¹
**Calculated total energy**: -1162.7921 Ha
**Strongest force on any atom**: 1.72 eV Å⁻¹
**Frontier orbital gap**: 6.0 eV
**Spin multiplicity**: 1